2 unconnected molecules or ions with the total composition C2H4O4 at a distorted geometry, computed with ωB97M-V with the def2-TZVPD basis set.

Last column: Mulliken charge in e.
Positions of all 10 atoms, in Å:
O -0.965 0.674 -0.264  -0.60
C 0.196 0.402 -0.703  0.88
O 1.232 1.185 -0.455  -0.41
O 0.411 -0.383 -1.750  -0.44
H 2.010 0.778 -0.872  0.34
H -0.369 -0.959 -1.822  0.36
C -0.671 -0.351 1.377  0.03
O 0.296 -1.077 0.960  -0.62
H -0.467 0.516 2.023  0.22
H -1.674 -0.784 1.505  0.22

DFT total energy: -379.5196 Eh
SMILES string: O=C(O)O.C=O
HOMO level: -0.34887 Eh
ΔE to the lowest compared entry with this formula, charge and spin: 206.9 kJ/mol

A molecular structure, C28H30IrNO at a distorted geometry, computed with ωB97M-V with the def2-TZVPD basis set.

Last column: Mulliken charge in e.
Positions of all 61 atoms, in Å:
C -2.092 0.148 1.046  0.02
C -2.423 -0.611 -0.157  -1.60
C -1.666 -1.795 -0.164  0.02
H -3.200 -0.342 -0.875  0.51
C -0.869 -1.864 0.992  -0.77
C -1.179 -0.745 1.847  -1.05
H -0.211 -2.682 1.271  0.65
C -1.465 3.250 0.302  -1.16
C -2.439 3.032 -0.660  -0.84
C -1.902 2.166 -1.679  -0.49
H -3.451 3.443 -0.691  0.49
C -0.572 1.912 -1.414  -1.35
C -0.212 2.551 -0.069  0.10
H -1.740 -2.583 -0.922  0.55
H -1.134 -0.758 2.937  0.68
H -2.765 0.851 1.514  0.87
H 0.735 3.099 -0.036  0.68
H -2.438 1.829 -2.568  0.58
H -1.536 3.846 1.207  0.79
Ir -0.291 0.997 1.132  1.72
C 0.461 1.272 -2.274  3.46
C 1.697 2.204 -2.310  -1.92
C -0.114 0.944 -3.651  -2.09
H 1.407 3.195 -2.708  0.41
H 2.503 1.817 -2.951  0.40
H 2.130 2.374 -1.305  0.42
H -0.518 1.825 -4.150  0.45
H -0.922 0.216 -3.530  0.45
H 0.646 0.490 -4.291  0.41
C 0.775 -0.115 -1.632  -0.63
C 1.700 -0.238 -0.475  -0.84
H 1.200 -0.762 -2.403  0.65
H -0.195 -0.563 -1.336  -0.45
O 1.470 0.350 0.655  -0.61
N 2.752 -1.076 -0.569  0.04
C 2.730 -2.507 -0.232  -1.02
H 3.657 -0.628 -0.584  0.34
C 1.671 -3.289 -0.962  0.73
C 0.987 -4.288 -0.260  -0.74
H 1.297 -4.499 0.769  0.47
C -0.078 -4.982 -0.839  -0.34
H -0.600 -5.750 -0.252  0.39
C -0.453 -4.688 -2.159  -0.64
H -1.305 -5.210 -2.607  0.40
C 0.277 -3.749 -2.901  -0.55
H 0.009 -3.549 -3.944  0.42
C 1.370 -3.091 -2.315  -0.31
H 2.002 -2.446 -2.930  0.69
H 2.565 -2.628 0.851  0.34
H 3.722 -2.941 -0.426  0.45
C -0.204 2.827 5.533  -0.56
C -1.371 2.744 4.787  -0.83
C -1.355 2.269 3.478  -0.21
C -0.153 1.810 2.947  0.22
C 1.049 1.908 3.657  0.02
C 0.992 2.417 4.955  -0.63
H -0.240 3.220 6.552  0.39
H -2.323 3.056 5.194  0.41
H -2.261 2.242 2.876  0.16
H 1.972 1.578 3.194  0.43
H 1.901 2.498 5.532  0.42

multiplicity: 6
total charge: +1
DFT total energy: -1318.7265 Eh
expectation value of S²: 8.79
HOMO level (spin up / spin down): -0.33238 / -0.41676 Eh

C4H10N2O in the gas phase at a distorted geometry, computed with ωB97M-V with the def2-TZVPD basis set.

Last column: Mulliken charge in e.
Positions of all 17 atoms, in Å:
C -2.893 0.998 -0.831  -1.18
C -1.785 0.650 0.173  -0.38
N -0.742 -0.073 -0.561  -0.36
C 0.092 -0.912 0.340  -0.28
C 1.566 -0.556 0.326  0.35
N 1.949 0.755 0.076  -0.41
O 2.435 -1.348 0.631  -0.59
H -3.691 1.573 -0.358  0.37
H -2.523 1.240 -1.819  0.32
H -3.485 0.071 -1.025  0.29
H -1.395 1.573 0.644  0.28
H -2.201 0.062 0.992  0.35
H -0.219 0.526 -1.167  0.26
H -0.351 -0.867 1.332  0.20
H -0.118 -1.976 0.201  0.32
H 1.483 1.252 -0.668  0.20
H 2.943 0.909 0.053  0.26

DFT total energy: -343.1440 Eh
SMILES string: CCNCC(N)=O
HOMO level: -0.33177 Eh
ΔE to the lowest compared entry with this formula, charge and spin: 150.8 kJ/mol

A molecular structure, C43H58BClGeN6O4PTc, computed with ωB97M-V with the def2-TZVPD basis set.

Last column: Mulliken charge in e.
Positions of all 116 atoms, in Å:
Tc -1.005 0.474 0.505  -1.07
C -1.581 -0.127 -3.473  -1.75
C -2.925 0.244 -2.866  0.34
C -3.560 -0.881 -2.054  -1.15
C -2.859 1.504 -2.060  -0.74
C -3.556 2.670 -2.373  -1.40
C -3.310 3.542 -1.339  -0.44
N -2.511 2.938 -0.459  0.41
N -2.201 1.681 -0.889  1.12
B -2.184 3.365 0.976  -0.42
N -2.868 2.340 1.877  -0.21
C -3.884 2.565 2.712  -0.94
C -4.395 1.355 3.113  -0.91
C -3.640 0.382 2.451  -0.70
N -2.713 1.002 1.683  1.59
C -3.937 -1.089 2.534  2.04
C -5.053 -1.431 1.539  -1.66
C -4.344 -1.490 3.954  -1.80
N -0.635 3.368 1.064  0.11
C 0.054 4.514 0.941  -1.23
C 1.166 4.287 0.179  -0.30
C 1.094 2.940 -0.201  -1.19
N 0.017 2.373 0.381  1.45
C 2.073 2.347 -1.172  2.41
C 2.083 3.178 -2.458  -1.80
C 3.467 2.271 -0.555  -1.69
H -1.698 -0.936 -4.195  0.51
H -0.895 -0.475 -2.708  0.41
H -1.131 0.726 -3.983  0.59
H -3.605 0.475 -3.689  0.69
H -3.010 -1.068 -1.129  -0.28
H -3.567 -1.815 -2.616  0.50
H -4.586 -0.631 -1.785  0.50
H -4.170 2.831 -3.241  0.59
H -3.661 4.543 -1.151  0.55
H -2.603 4.455 1.218  -0.12
H -4.170 3.574 2.961  0.59
H -5.218 1.184 3.784  0.59
H -3.060 -1.659 2.258  -0.58
H -5.992 -0.960 1.837  0.43
H -5.206 -2.509 1.507  0.46
H -4.808 -1.092 0.533  0.21
H -5.316 -1.077 4.225  0.41
H -3.621 -1.159 4.701  0.36
H -4.424 -2.575 4.019  0.42
H -0.336 5.426 1.362  0.63
H 1.916 5.001 -0.111  0.68
H 1.758 1.353 -1.471  -1.21
H 2.461 4.185 -2.278  0.39
H 1.084 3.262 -2.887  0.36
H 2.741 2.704 -3.189  0.49
H 3.765 3.251 -0.176  0.43
H 4.195 1.962 -1.301  0.51
H 3.509 1.565 0.277  0.13
O -0.810 -2.380 -1.139  -0.43
Cl -1.145 -2.779 0.209  1.35
O -2.444 -3.369 0.300  -0.54
O -1.406 -1.355 1.005  -0.94
O 1.000 -0.302 0.260  1.51
C 2.292 2.220 2.942  -1.33
C 1.769 0.784 2.935  -0.41
P -0.051 0.594 2.843  2.22
C -0.487 -0.949 3.755  -0.42
C 0.588 -1.551 4.659  -1.76
C -0.707 1.895 3.935  -0.22
C -0.203 1.775 5.378  -1.54
H 3.380 2.203 2.995  0.53
H 1.935 2.774 3.808  0.35
H 2.012 2.776 2.052  0.09
H 2.059 0.292 3.865  0.77
H 2.226 0.204 2.134  -0.19
H -0.824 -1.693 3.044  0.22
H -1.370 -0.671 4.337  0.29
H 1.459 -1.876 4.090  0.34
H 0.175 -2.431 5.152  0.45
H 0.924 -0.867 5.437  0.36
H -1.792 1.799 3.929  0.18
H -0.460 2.864 3.505  0.37
H -0.569 0.870 5.860  0.32
H -0.583 2.620 5.951  0.45
H 0.883 1.789 5.456  0.37
C 0.662 -0.412 -0.859  -0.60
Ge 2.053 -1.821 -2.213  0.90
C 2.108 -3.332 -1.011  0.97
C 2.194 -3.237 0.380  0.41
C 2.344 -4.374 1.157  -1.07
C 2.422 -5.624 0.557  -0.73
C 2.356 -5.731 -0.822  -0.83
C 2.199 -4.593 -1.604  -0.94
C 1.092 -1.990 -3.846  0.97
C 0.326 -3.135 -4.082  -0.02
C -0.296 -3.318 -5.307  -1.02
C -0.177 -2.351 -6.296  -0.61
C 0.546 -1.190 -6.057  -1.01
C 1.177 -1.008 -4.838  -0.08
C 3.698 -0.832 -2.156  1.04
C 4.499 -0.956 -1.015  -0.74
C 5.776 -0.422 -0.985  -0.76
C 6.274 0.241 -2.098  -0.60
C 5.497 0.364 -3.241  -0.90
C 4.218 -0.172 -3.275  -0.28
H 2.141 -2.278 0.879  0.24
H 2.411 -4.287 2.234  0.50
H 2.543 -6.511 1.164  0.43
H 2.429 -6.700 -1.296  0.46
H 2.168 -4.705 -2.680  0.53
H 0.199 -3.881 -3.308  0.46
H -0.877 -4.212 -5.488  0.46
H -0.660 -2.498 -7.253  0.43
H 0.617 -0.428 -6.822  0.45
H 1.709 -0.083 -4.659  0.26
H 4.142 -1.497 -0.148  0.32
H 6.389 -0.536 -0.101  0.46
H 7.276 0.650 -2.080  0.42
H 5.894 0.860 -4.117  0.45
H 3.654 -0.100 -4.193  0.33

total charge: +2
DFT total energy: -5286.3064 Eh
HOMO level (spin up / spin down): -0.51235 / -0.51235 Eh
ΔE to the lowest compared entry with this formula, charge and spin: 35.8 kJ/mol

Q: Look up the DFT total energy of the fourth one.
A: -5286.3064 Eh